(1)
{
  "formula": "C25H45F9NO32PS8",
  "method": "ωB97M-V/def2-TZVPD",
  "species": ["C", "O", "C", "C", "C", "P", "C", "C", "C", "N", "O", "S", "O", "O", "C", "F", "F", "C", "F", "F", "C", "F", "F", "C", "F", "F", "F", "H", "H", "H", "H", "H", "H", "H", "H", "H", "H", "H", "H", "H", "H", "H", "H", "H", "O", "S", "O", "O", "C", "C", "O", "H", "H", "H", "H", "O", "S", "O", "O", "C", "C", "O", "H", "H", "H", "H", "O", "S", "O", "O", "C", "C", "O", "H", "H", "H", "H", "O", "S", "O", "O", "C", "C", "O", "H", "H", "H", "H", "O", "S", "O", "O", "C", "C", "O", "H", "H", "H", "H", "O", "S", "O", "O", "C", "C", "O", "H", "H", "H", "H", "O", "S", "O", "O", "C", "C", "O", "H", "H", "H", "H"],
  "coordinates": [[3.71551, -1.11524, 0.72808], [2.81676, -1.14678, -0.38096], [2.78170, 0.14611, -0.97218], [1.78152, 1.04712, -0.17611], [1.23291, 2.21325, -1.09199], [1.19055, 3.82061, -0.20074], [-0.00500, 3.22538, 1.13535], [-1.40125, 2.70593, 0.63493], [-1.92133, 3.32915, -0.65900], [-2.20689, 4.71355, -0.80591], [-2.15705, 2.64985, -1.63959], [2.60965, 4.83924, -1.63350], [2.50407, 6.27430, -1.40627], [2.26371, 4.60452, -3.02935], [4.39840, 4.32679, -1.41657], [4.46218, 2.98337, -1.60591], [5.06542, 4.88447, -2.45237], [5.09363, 4.80939, -0.09098], [4.28938, 5.50752, 0.72763], [6.10196, 5.65031, -0.43412], [5.73636, 3.65908, 0.75826], [4.84423, 2.70017, 1.07517], [6.06835, 4.23129, 1.94925], [7.07159, 3.07423, 0.17206], [7.18965, 3.21873, -1.14951], [8.11203, 3.65791, 0.77552], [7.16514, 1.76103, 0.44165], [3.35154, -0.44695, 1.52408], [4.73583, -0.80808, 0.42711], [3.76914, -2.14828, 1.10641], [2.47258, 0.10183, -2.02840], [3.81822, 0.52972, -0.90876], [0.94846, 0.38471, 0.10757], [2.29079, 1.44710, 0.71409], [0.24847, 1.87635, -1.45553], [1.88692, 2.21614, -1.98105], [2.17136, 3.99840, 0.82170], [0.32275, 4.90891, -0.45023], [0.44698, 2.41573, 1.73742], [-0.18597, 4.04349, 1.86193], [-2.13602, 2.98137, 1.42007], [-1.43745, 1.60712, 0.59675], [-1.96172, 5.23629, 0.03274], [-1.65494, 5.04304, -1.59587], [-4.19726, -3.39039, -2.81446], [-3.73289, -2.23208, -2.13492], [-3.34391, -2.26339, -0.77464], [-4.81604, -1.05880, -2.34632], [-4.19093, 0.07193, -2.97137], [-3.06465, -0.50891, -3.79617], [-2.54013, -1.57468, -2.99726], [-3.80842, 0.72850, -2.18847], [-4.90930, 0.61656, -3.57864], [-2.29171, 0.22292, -4.01725], [-3.43669, -0.93766, -4.73065], [4.24303, 0.17450, 3.66786], [4.15316, 0.86892, 4.90361], [2.98501, 0.83831, 5.70356], [4.58622, 2.40869, 4.64413], [5.69337, 2.74839, 5.47987], [6.43511, 1.44581, 5.69372], [5.41013, 0.45590, 5.81735], [5.30300, 3.14231, 6.42138], [6.31332, 3.50391, 5.00139], [7.05909, 1.46244, 6.58384], [7.04804, 1.19180, 4.82507], [2.32641, -0.72976, 6.77550], [2.90823, -1.99970, 6.55913], [4.19733, -2.14797, 5.98653], [1.86323, -2.90180, 5.72971], [1.56070, -4.09396, 6.45812], [1.73190, -3.71816, 7.91544], [2.86417, -2.84544, 7.93530], [2.27480, -4.86581, 6.16176], [0.55127, -4.43000, 6.23231], [1.90416, -4.58348, 8.55095], [0.86761, -3.16143, 8.28627], [-3.49761, -3.91337, 0.63647], [-2.86350, -5.15018, 0.37428], [-1.58770, -5.23302, -0.23751], [-3.89256, -6.08266, -0.44064], [-4.12035, -7.29979, 0.27421], [-3.92228, -6.94572, 1.73199], [-2.82929, -6.02402, 1.73641], [-3.38195, -8.03389, -0.05732], [-5.11976, -7.67598, 0.07307], [-3.69463, -7.81497, 2.34420], [-4.79890, -6.43490, 2.13890], [-6.65023, -10.82883, -1.55659], [-7.29079, -9.93687, -0.66286], [-7.01510, -9.91763, 0.72800], [-8.87906, -10.06357, -0.87652], [-9.42580, -8.78949, -1.23523], [-8.30148, -8.06802, -1.94870], [-7.12086, -8.43982, -1.22942], [-9.71181, -8.27041, -0.31765], [-10.30208, -8.91651, -1.86643], [-8.42888, -6.98849, -1.94491], [-8.19525, -8.41693, -2.97834], [-5.59970, 3.96982, -0.25048], [-6.07893, 3.32304, -1.41689], [-5.26893, 3.10311, -2.55836], [-7.44085, 4.05325, -1.87053], [-8.51460, 3.10861, -1.90094], [-8.15110, 2.07150, -0.86053], [-6.73471, 1.91883, -0.97962], [-8.55643, 2.67136, -2.90126], [-9.45970, 3.60017, -1.68202], [-8.65389, 1.12146, -1.02352], [-8.36961, 2.42942, 0.14857], [5.07984, 3.29982, -8.97147], [5.94776, 4.11511, -8.20243], [6.89887, 4.98113, -8.79617], [6.69613, 3.17725, -7.12871], [6.43102, 3.64820, -5.80335], [5.07246, 4.30879, -5.88841], [5.06682, 4.96616, -7.16112], [7.20706, 4.36894, -5.53506], [6.44574, 2.82218, -5.09583], [4.90548, 5.02321, -5.08660], [4.26965, 3.56794, -5.88626]],
  "orbital_gap_ha": 0.35532,
  "spin_multiplicity": 1,
  "charge": 0,
  "homo_energy_ev": -9.4046,
  "smiles": "COCCC[PH2](CCC(N)=O)S(=O)(=O)C(F)(F)C(F)(F)C(F)(F)C(F)(F)F.O=S1(=O)OCCO1.O=S1(=O)OCCO1.O=S1(=O)OCCO1.O=S1(=O)OCCO1.O=S1(=O)OCCO1.O=S1(=O)OCCO1.O=S1(=O)OCCO1"
}

---

(2)
{
  "formula": "C25H45N2OP3ScSe",
  "method": "ωB97M-V/def2-TZVPD",
  "species": ["Sc", "P", "P", "P", "H", "C", "C", "H", "C", "C", "C", "C", "C", "C", "C", "C", "C", "H", "H", "H", "H", "H", "H", "H", "H", "H", "H", "H", "H", "H", "H", "H", "H", "H", "H", "H", "H", "H", "H", "H", "H", "H", "H", "H", "H", "H", "C", "C", "C", "C", "C", "C", "O", "H", "H", "H", "H", "H", "H", "C", "N", "C", "Se", "N", "C", "C", "C", "C", "C", "C", "H", "H", "H", "H", "H", "H", "H", "H"],
  "coordinates": [[0.97699, 0.28923, -0.95151], [0.05910, -2.24027, -0.81733], [3.24362, 0.32871, -0.10113], [-0.30403, 0.53601, -3.17597], [-2.39682, 3.15367, 1.18514], [-3.06108, 2.94786, 0.32352], [-3.58797, 1.72330, 0.23986], [-3.42595, 1.04790, 1.09466], [0.15673, -3.24386, 0.71333], [1.34669, -2.99483, -1.88905], [-1.58939, -2.69694, -1.50211], [3.86623, 1.81516, 0.82509], [3.61137, -1.13317, 0.93587], [4.03612, 0.26128, -1.77008], [-2.11578, 0.61337, -3.38789], [0.02034, -0.82539, -4.33248], [0.18757, 2.03630, -4.09910], [-3.13606, 3.70280, -0.47673], [-4.12426, 1.36744, -0.65290], [-0.77203, -3.12461, 1.29295], [0.99068, -2.89166, 1.34085], [0.31504, -4.28839, 0.40284], [2.35436, -2.71819, -1.52845], [1.23175, -2.65399, -2.92890], [1.18958, -4.07719, -1.79685], [-2.35759, -2.45315, -0.74372], [-1.56896, -3.78091, -1.71908], [-1.82312, -2.12096, -2.41511], [4.34733, 2.54802, 0.17592], [4.52587, 1.52932, 1.66222], [2.96962, 2.29361, 1.25464], [4.59503, -1.04169, 1.42154], [3.55813, -2.09398, 0.40105], [2.82512, -1.18484, 1.70483], [5.06039, 0.67686, -1.75847], [3.44238, 0.86492, -2.49003], [4.04364, -0.75042, -2.21915], [-2.32666, 0.92383, -4.42341], [-2.57425, 1.31097, -2.67395], [-2.53556, -0.38568, -3.22498], [-0.29784, -0.49104, -5.33065], [-0.56601, -1.70634, -4.04133], [1.08798, -1.09158, -4.34144], [-0.24539, 1.98742, -5.10704], [1.28028, 2.09296, -4.15026], [-0.17228, 2.94258, -3.59744], [0.79839, 3.73991, -1.09193], [1.93350, 4.45473, -0.71225], [2.12425, 5.72870, -1.23962], [1.13638, 6.35452, -1.97792], [0.01327, 5.62699, -2.32885], [-0.24147, 4.35975, -1.78743], [0.88476, 2.35255, -0.86866], [1.74814, 2.17388, -0.32258], [2.71128, 4.06116, -0.05051], [3.08137, 6.21674, -1.08663], [1.28183, 7.37073, -2.32830], [-0.66294, 6.06459, -3.05131], [-1.23265, 3.92114, -1.93508], [-2.98856, -1.46277, 2.22145], [-1.93970, -1.77265, 3.18692], [-0.70779, -1.16137, 3.22649], [-0.14939, 0.15094, 1.96201], [-0.09064, -1.70703, 4.34491], [-0.90109, -2.65983, 4.96544], [-0.72170, -3.48471, 6.06638], [-1.80929, -4.29327, 6.42737], [-3.01158, -4.29883, 5.68949], [-3.15473, -3.51001, 4.53992], [-2.07729, -2.69230, 4.22525], [-3.41094, -0.47202, 2.43549], [-3.77119, -2.21935, 2.33478], [-2.55340, -1.47313, 1.21107], [0.84773, -1.46745, 4.66456], [0.19479, -3.49797, 6.64999], [-1.76001, -4.94158, 7.30799], [-3.84057, -4.92450, 6.04419], [-4.07167, -3.54197, 3.94958]],
  "orbital_gap_ha": 0.22181,
  "spin_multiplicity": 1,
  "relative_energy_kcal_mol": 17.7,
  "charge": 3,
  "homo_energy_ev": -15.6710
}

---

(3)
{
  "formula": "C25H45N5OP2Y",
  "method": "ωB97M-V/def2-TZVPD",
  "species": ["Y", "N", "C", "C", "N", "C", "C", "N", "H", "H", "H", "H", "H", "H", "H", "H", "H", "H", "H", "H", "H", "C", "P", "C", "C", "C", "C", "C", "C", "C", "P", "C", "C", "H", "H", "H", "H", "H", "H", "H", "H", "H", "H", "H", "H", "H", "H", "H", "H", "N", "C", "O", "C", "C", "C", "N", "C", "C", "H", "H", "H", "H", "H", "H", "C", "C", "C", "C", "C", "H", "H", "H", "H", "H", "H", "H", "H", "H", "H"],
  "coordinates": [[-0.42729, -0.39666, 0.83859], [-2.98095, -0.13924, 1.07964], [-3.39283, 0.29599, 2.43010], [-2.58846, -0.44158, 3.48498], [-1.12186, -0.34074, 3.29192], [-0.49434, 0.84452, 3.93378], [-0.56659, 2.10804, 3.09138], [0.13578, 1.94739, 1.80660], [-3.36893, 0.48024, 0.37576], [-3.37818, -1.05147, 0.88860], [-4.45126, 0.11650, 2.62018], [-3.24078, 1.36932, 2.49863], [-2.84425, -1.49993, 3.43285], [-2.87477, -0.08573, 4.47729], [-0.72098, -1.15897, 3.73649], [0.55511, 0.60421, 4.11941], [-0.95806, 1.05481, 4.90222], [-0.15611, 2.92625, 3.68790], [-1.60193, 2.36922, 2.88226], [1.12958, 2.04756, 1.97160], [0.42267, 2.68963, -0.09922], [3.69948, -0.18997, 0.25870], [2.21174, -1.21647, 0.60508], [2.95223, -2.34212, 1.85891], [2.06872, -2.24836, -0.91555], [3.01768, -2.17948, -1.93447], [2.83574, -2.85777, -3.12999], [1.70769, -3.63945, -3.31177], [0.77282, -3.74441, -2.29135], [0.93218, -3.04753, -1.09315], [-0.33164, -3.12577, 0.24942], [0.12143, -4.66084, 1.13225], [-1.82045, -3.71699, -0.65860], [3.54407, 0.44928, -0.61099], [4.59442, -0.79531, 0.09852], [3.86746, 0.44526, 1.12871], [3.69310, -2.98950, 1.38974], [2.19233, -2.95754, 2.33721], [3.44576, -1.74596, 2.63046], [3.89601, -1.55684, -1.82098], [3.56188, -2.75459, -3.92743], [1.54904, -4.15656, -4.25000], [-0.10539, -4.35948, -2.44892], [0.20461, -5.46742, 0.40389], [-0.64828, -4.91341, 1.86344], [1.07455, -4.55450, 1.64665], [-1.71420, -4.73606, -1.03494], [-2.03023, -3.04726, -1.49304], [-2.66351, -3.69643, 0.03198], [-0.89598, -0.95571, -6.27227], [0.12755, -0.59890, -5.42237], [1.28905, -0.58239, -5.81200], [-0.22485, -0.30008, -4.03190], [-1.49670, -0.53367, -3.42891], [-1.67276, -0.32125, -2.10215], [-0.68032, 0.13549, -1.24513], [0.53310, 0.44927, -1.86957], [0.77449, 0.24859, -3.18451], [-0.63734, -1.02071, -7.24254], [-1.83324, -0.65126, -6.08106], [-2.32986, -0.93514, -3.99452], [-2.63537, -0.52920, -1.64732], [1.29729, 0.88553, -1.23434], [1.74418, 0.48235, -3.60809], [-0.03256, 5.07763, -0.35801], [-0.15961, 4.41095, 1.01698], [1.07751, 4.74595, 1.85174], [-1.42200, 4.94556, 1.69684], [-0.24379, 2.89967, 0.73899], [-0.09331, 6.16434, -0.26178], [-0.83196, 4.75466, -1.03437], [0.92480, 4.82918, -0.82645], [1.28314, 5.81711, 1.78847], [1.97010, 4.22794, 1.48028], [0.95227, 4.50580, 2.91239], [-1.35196, 6.02835, 1.82781], [-1.57692, 4.51198, 2.68841], [-2.30908, 4.74280, 1.08704], [-1.25071, 2.63132, 0.40360]],
  "orbital_gap_ha": [0.17632, 0.18548],
  "spin_multiplicity": 1,
  "relative_energy_kcal_mol": 19.5,
  "charge": 1,
  "homo_energy_ev": [-7.1941, -7.5454]
}

---

| no. | E (a.u.) |
| --- | --- |
| 1 | -7867.346863 |
| 2 | -5349.644613 |
| 3 | -2049.522601 |